Record 1
Density functional theory data (the ωB97M-V functional and the def2-TZVPD basis) for a cluster of 5 separate species, C21H37O10 in total.

Values from the calculation:
HOMO ... -5.055 eV
E_tot ... -42853.527 eV
F_max ... 1.091 eV Å⁻¹
Molecular weight ... 449.5 g mol⁻¹
LUMO level ... 1.97 eV
Net charge ... -1
Kohn-Sham gap ... 0.258 Ha

Each line ends with the Mulliken charge.
Positions of all 68 atoms, in Å:
C (0.71, 0.84, 1.75)  -0.91
O (0.59, 0.39, 0.42)  -0.25
C (-0.74, 0.12, -0.01)  -0.42
C (-1.27, -1.23, 0.46)  -1.29
C (-2.00, -1.24, 1.80)  -0.49
C (-3.38, -0.53, 1.90)  -0.86
C (-4.12, -0.14, 0.62)  0.52
O (-5.42, -0.88, 0.60)  -0.45
C (-6.39, -0.01, 0.27)  0.54
O (-7.56, -0.26, 0.33)  -0.62
O (-5.86, 1.15, -0.14)  -0.43
C (-4.66, 1.27, 0.67)  0.30
C (-3.70, 2.40, 0.25)  0.24
O (-3.27, 2.33, -0.92)  -0.76
O (-3.46, 3.22, 1.15)  -0.77
H (-0.18, 1.40, 2.05)  0.46
H (1.58, 1.48, 1.81)  0.25
H (0.83, 0.00, 2.44)  0.20
H (-1.39, 0.95, 0.25)  0.45
H (-0.69, 0.11, -1.09)  0.23
H (-0.39, -1.88, 0.55)  0.52
H (-1.88, -1.67, -0.32)  0.60
H (-2.11, -2.27, 2.12)  0.43
H (-1.34, -0.78, 2.53)  0.19
H (-4.05, -1.20, 2.42)  -0.01
H (-3.29, 0.35, 2.52)  0.59
H (-3.67, -0.44, -0.31)  0.41
H (-5.01, 1.46, 1.68)  0.40
C (-7.37, -3.29, 3.19)  -0.84
C (-6.24, -3.17, 4.18)  0.80
O (-5.36, -2.36, 4.02)  -0.52
C (-6.26, -4.10, 5.37)  -1.21
H (-7.24, -2.56, 2.39)  0.11
H (-7.39, -4.30, 2.76)  0.31
H (-8.33, -3.11, 3.68)  0.33
H (-6.24, -5.14, 5.03)  0.33
H (-7.17, -3.95, 5.94)  0.33
H (-5.40, -3.91, 6.00)  0.31
C (4.67, -0.70, 1.20)  -1.10
C (4.11, -1.16, 2.53)  0.89
O (3.15, -1.88, 2.61)  -0.55
C (4.82, -0.66, 3.78)  -1.18
H (4.06, -1.12, 0.40)  0.26
H (4.64, 0.38, 1.13)  0.28
H (5.70, -1.04, 1.10)  0.44
H (4.81, 0.43, 3.80)  0.31
H (5.86, -0.99, 3.78)  0.34
H (4.32, -1.05, 4.66)  0.32
C (3.72, 2.97, -3.33)  -1.17
C (3.08, 2.34, -2.11)  0.84
O (3.74, 2.05, -1.14)  -0.56
C (1.59, 2.11, -2.18)  -0.49
H (4.79, 3.08, -3.16)  0.29
H (3.57, 2.33, -4.20)  0.26
H (3.28, 3.94, -3.53)  0.36
H (1.37, 1.45, -3.02)  0.37
H (1.07, 3.05, -2.34)  0.40
H (1.23, 1.65, -1.26)  -0.31
C (7.09, 0.95, -5.60)  -1.08
C (6.30, 1.91, -6.47)  0.85
O (5.80, 2.91, -6.01)  -0.52
C (6.16, 1.54, -7.93)  -1.14
H (7.11, 1.32, -4.58)  0.27
H (6.62, -0.04, -5.62)  0.32
H (8.10, 0.86, -5.98)  0.34
H (5.66, 0.58, -8.03)  0.33
H (7.14, 1.47, -8.39)  0.34
H (5.57, 2.30, -8.44)  0.30

---

Record 2
Density functional theory data (the ωB97M-V functional and the def2-TZVPD basis) for a cluster of 2 separate species, C4H13NO2 in total.

Values from the calculation:
SMILES string ... CN(C)CCO.O
HOMO ... -8.853 eV
E_tot ... -9942.742 eV
F_max ... 1.646 eV Å⁻¹
Molecular weight ... 107.2 g mol⁻¹
LUMO level ... 0.57 eV
Net charge ... 0
Relative energy (zero: lowest compared OMol25 entry of this formula, charge and spin) ... 1.455 eV
Kohn-Sham gap ... 0.346 Ha

Each line ends with the Mulliken charge.
Positions of all 20 atoms, in Å:
C (2.41, -0.04, -0.08)  -1.03
N (1.02, 0.41, -0.06)  0.05
C (0.96, 1.86, -0.25)  -1.07
C (0.35, -0.03, 1.20)  -0.54
C (-0.45, -1.25, 0.79)  -0.32
O (-1.11, -1.91, 1.89)  -0.53
H (3.04, 0.62, -0.67)  0.36
H (2.97, -0.16, 0.85)  0.33
H (2.46, -1.02, -0.56)  0.29
H (1.36, 2.42, 0.61)  0.38
H (-0.03, 2.25, -0.44)  0.32
H (1.59, 2.07, -1.11)  0.37
H (-0.33, 0.75, 1.53)  0.35
H (1.09, -0.21, 1.97)  0.29
H (0.26, -2.00, 0.41)  0.19
H (-1.12, -1.03, -0.03)  0.24
H (-2.05, -1.93, 1.68)  0.33
O (-2.76, 0.84, -2.99)  -0.63
H (-2.05, 0.27, -3.30)  0.32
H (-2.83, 0.72, -2.05)  0.31

---

Record 3
Density functional theory data (the ωB97M-V functional and the def2-TZVPD basis) for an isolated molecule of C3H3NOS.

Values from the calculation:
SMILES string ... CSC(=O)C#N
HOMO ... -10.270 eV
E_tot ... -17530.776 eV
F_max ... 6.015 eV Å⁻¹
Molecular weight ... 101.1 g mol⁻¹
LUMO level ... -0.70 eV
Net charge ... 0
Relative energy (zero: lowest compared OMol25 entry of this formula, charge and spin) ... 1.164 eV
Kohn-Sham gap ... 0.352 Ha

Each line ends with the Mulliken charge.
Positions of all 9 atoms, in Å:
C (1.64, 0.25, -0.02)  -0.92
S (0.02, 1.06, 0.06)  -0.05
C (-1.01, -0.35, 0.00)  0.61
O (-0.50, -1.47, 0.06)  -0.52
C (-2.36, 0.07, 0.05)  0.12
N (-3.47, 0.33, -0.05)  -0.28
H (2.30, 0.90, -0.39)  0.42
H (1.65, -0.50, -0.70)  0.34
H (1.73, -0.30, 0.99)  0.27

---

Record 4
Density functional theory data (the ωB97M-V functional and the def2-TZVPD basis) for a structure of composition C35H20AsCl2F5IN2Tc.

Values from the calculation:
HOMO (alpha / beta) ... -11.064 / -10.989 eV
E_tot ... -149362.186 eV
F_max ... 1.753 eV Å⁻¹
Molecular weight ... 934.3 g mol⁻¹
⟨S²⟩ ... 0.81
LUMO level (alpha / beta) ... -4.42 / -4.03 eV
Net charge ... +1
Multiplicity ... 2
Relative energy (zero: lowest compared OMol25 entry of this formula, charge and spin) ... 0.852 eV
Kohn-Sham gap (alpha / beta) ... 0.244 / 0.256 Ha

Each line ends with the Löwdin spin population.
Positions of all 67 atoms, in Å:
Tc (-0.25, -1.28, 0.26)  0.86
F (-1.61, -3.11, 2.41)  0.00
C (-0.89, -2.15, 3.04)  0.00
C (-0.22, -1.19, 2.31)  -0.02
C (0.49, -0.27, 3.06)  0.00
F (1.27, 0.67, 2.48)  0.00
C (0.51, -0.27, 4.44)  0.00
F (1.21, 0.63, 5.12)  0.00
C (-0.21, -1.24, 5.12)  0.01
F (-0.20, -1.25, 6.45)  0.00
C (-0.91, -2.19, 4.42)  0.00
F (-1.60, -3.12, 5.07)  0.00
Cl (4.55, -1.37, 0.52)  0.00
C (3.65, -2.79, 0.17)  -0.02
C (4.30, -4.01, 0.02)  0.00
C (3.58, -5.16, -0.24)  -0.03
C (2.19, -5.14, -0.36)  0.01
C (1.60, -3.92, -0.19)  -0.01
Cl (-0.16, -3.71, -0.30)  0.00
C (2.26, -2.72, 0.06)  0.04
N (1.55, -1.54, 0.20)  0.12
H (5.38, -4.04, 0.11)  0.00
H (4.10, -6.10, -0.36)  0.00
H (1.61, -6.03, -0.56)  0.00
I (-5.83, -3.78, -0.16)  0.00
C (-4.67, -2.11, 0.22)  0.00
C (-5.24, -0.90, 0.57)  0.00
C (-4.41, 0.18, 0.83)  0.00
C (-3.05, 0.01, 0.72)  0.01
N (-2.49, -1.16, 0.36)  0.02
C (-3.30, -2.21, 0.13)  0.00
H (-6.32, -0.80, 0.65)  0.00
H (-4.81, 1.14, 1.12)  0.00
H (-2.38, 0.83, 0.94)  0.00
H (-2.83, -3.15, -0.11)  0.00
C (-1.21, 5.48, 0.95)  0.00
C (-1.74, 4.91, -0.20)  0.00
C (-1.40, 3.62, -0.56)  0.00
C (-0.53, 2.88, 0.25)  -0.01
C (-0.01, 3.44, 1.41)  0.00
C (-0.35, 4.74, 1.76)  0.00
As (0.06, 1.15, -0.33)  0.00
C (-0.58, 0.91, -2.14)  0.00
C (-1.87, 0.65, -2.59)  0.00
C (-2.09, 0.46, -3.95)  0.00
C (-1.03, 0.52, -4.84)  0.00
C (0.26, 0.77, -4.39)  0.00
C (0.50, 0.97, -3.03)  0.00
C (1.82, 1.30, -2.42)  0.00
C (3.02, 1.48, -3.11)  0.00
C (4.16, 1.83, -2.42)  0.00
C (4.13, 2.01, -1.04)  0.00
C (2.95, 1.81, -0.34)  0.00
C (1.82, 1.46, -1.04)  0.01
H (-1.47, 6.49, 1.22)  0.00
H (-2.41, 5.49, -0.83)  0.00
H (-1.79, 3.19, -1.47)  0.00
H (0.65, 2.89, 2.06)  0.00
H (0.05, 5.18, 2.66)  0.00
H (-2.70, 0.60, -1.90)  0.00
H (-3.09, 0.27, -4.31)  0.00
H (-1.20, 0.37, -5.90)  0.00
H (1.08, 0.82, -5.10)  0.00
H (3.06, 1.35, -4.19)  0.00
H (5.09, 1.98, -2.96)  0.00
H (5.03, 2.29, -0.51)  0.00
H (2.93, 1.92, 0.74)  0.00